[1]
The following is a DFT calculation (wB97M-V/def2-TZVPD) of 2 unconnected molecules or ions with the total composition C2H3F2N at a distorted geometry.

Values from the calculation:
HOMO level (spin up / spin down): -8.3 / -9.5 eV
Energy: -9041.9552 eV
Frontier orbital gap (spin up / spin down): 7.3863 / 10.2441 eV

Element x y z (Å)
F -2.555 1.066 -0.057
F 0.560 0.791 0.120
N 2.786 -0.202 0.078
C 1.954 0.676 0.071
C -1.847 -0.077 -0.089
H 2.717 -1.289 0.061
H -1.687 -0.539 0.810
H -1.927 -0.426 -0.994

Atomic partial charges in e from the natural (NBO) method, atoms 1 to 4: F -0.344; F -0.344; N -0.730; C 0.655


[2]
The following is a DFT calculation (wB97M-V/def2-TZVPD) of 2 unconnected molecules or ions with the total composition C2H3F2N at a distorted geometry.

Values from the calculation:
HOMO level (spin up / spin down): -11.1 / -11.1 eV
Energy: -9044.2925 eV
Frontier orbital gap (spin up / spin down): 9.6676 / 9.6688 eV

Element x y z (Å)
F -2.061 0.280 0.016
F -0.632 -1.657 -0.923
N 1.446 0.141 0.479
C -0.876 -0.063 0.369
C 0.397 0.384 -0.200
H 2.311 0.496 0.061
H -0.743 -0.367 1.412
H 0.158 0.787 -1.212

Atomic partial charges in e from the natural (NBO) method, atoms 1 to 4: F -0.241; F -0.594; N -0.534; C 0.601


ΔE to the lowest compared entry with this formula, charge and spin, record by record: 4.6833 2.3460 eV